53
Properties=species:S:1:pos:R:3 method="wB97M-V/def2-TZVPD" energy_ev=-65118.4518 fmax_ha_per_bohr=0.1991 e_homo_ev="-2.01 / -1.45" charge=-1
Ca -0.9961 -0.3337 -0.5494
O 1.1561 2.2789 -0.8004
S 2.2330 1.2158 -0.5374
O 3.0301 1.2300 -1.8509
N 1.3486 -0.3235 -0.5494
C 1.9482 -1.5933 -0.5507
C 3.3445 -1.7741 -0.5498
C 3.8861 -3.0650 -0.5484
C 3.0498 -4.1854 -0.5477
C 1.6591 -4.0179 -0.5484
C 0.7357 -5.1724 -0.5466
C -0.5917 -4.9583 -0.5463
C -1.1136 -3.5661 -0.5478
N -0.2847 -2.5563 -0.5494
C 1.1135 -2.7240 -0.5499
C 3.2132 1.5917 0.9169
C 3.2429 0.7032 2.0005
C 4.0103 1.0022 3.1308
C 4.7477 2.1890 3.1826
C 4.7182 3.0780 2.1037
C 3.9524 2.7802 0.9718
H 4.0188 -0.9301 -0.5489
H 4.9608 -3.1968 -0.5473
H 3.4827 -5.1779 -0.5462
H 1.1204 -6.1880 -0.5451
H -1.2800 -5.7965 -0.5446
H -2.1870 -3.3957 -0.5469
H 2.6751 -0.2173 1.9717
H 4.0331 0.3144 3.9662
H 5.3408 2.4198 4.0580
H 5.2885 3.9970 2.1444
H 3.9342 3.4729 0.1400
C -1.3116 4.2727 -0.5494
C -2.6732 4.5319 -0.5494
C -3.5759 3.4668 -0.5494
C -3.1006 2.1533 -0.5494
N -1.7625 1.9056 -0.5494
C -0.9082 2.9524 -0.5494
C -3.9771 0.9555 -0.5494
C -5.3836 1.0111 -0.5494
C -6.1638 -0.1539 -0.5494
C -5.5566 -1.4060 -0.5494
C -4.1701 -1.4934 -0.5494
C -3.4038 -0.3274 -0.5494
H -0.5845 5.0762 -0.5494
H -3.0367 5.5557 -0.5494
H -4.6355 3.6915 -0.5494
H 0.1449 2.6869 -0.5494
H -5.9103 1.9605 -0.5494
H -7.2486 -0.0783 -0.5494
H -6.1612 -2.3087 -0.5494
H -3.6735 -2.4585 -0.5494
H -2.6994 0.9043 -0.5494